This record from the OMol25 dataset describes a cluster of 2 separate species, C5H11O2 in total. The level of theory is ωB97M-V with the def2-TZVPD basis set.

The geometry in XYZ format:
```
18
Properties=species:S:1:pos:R:3:forces:R:3
C -1.7353 0.1617 1.3408 -0.44 -1.43 0.64
C -2.3849 -1.1071 0.7540 -0.74 -0.49 2.58
C -1.5079 1.0320 0.1104 3.08 1.94 0.59
O -0.9390 0.4919 -0.8558 -0.39 -1.35 -0.87
O -1.6370 2.2677 0.1986 -1.25 0.56 0.69
H -2.3526 0.6183 2.0679 -1.66 0.96 0.17
H -0.9579 -0.0661 2.1395 0.44 0.02 -1.94
H -3.2893 -0.8017 0.2052 0.57 -0.28 -0.31
H -2.7922 -1.7549 1.6181 0.78 0.46 -1.24
H -1.6100 -1.5975 0.1688 -0.55 -0.25 -0.24
C 2.8347 0.6650 -0.7450 1.98 -1.02 -2.16
C 1.9379 -0.4817 -1.1681 0.56 -0.37 2.05
H 3.2768 0.9083 -1.7421 0.57 0.59 1.10
H 2.2575 1.4865 -0.4738 -0.81 1.47 0.87
H 3.6077 0.4035 -0.0002 -0.28 0.31 -0.40
H 2.1908 -0.8278 -2.1444 -0.38 -0.11 -0.85
H 2.1382 -1.3169 -0.4957 -0.41 -0.28 0.05
H 0.9625 -0.0812 -0.9782 -1.05 -0.73 -0.72
```
Forces are in eV/Å.

Summary:
* relative energy (zero: lowest compared OMol25 entry of this formula, charge and spin): 1.3883 eV
* charge: -1
* HOMO-LUMO gap: 0.2903 hartree

natural (NBO) population analysis, charges in e, atoms 1 to 8: -0.5173 -0.6010 0.7408 -0.7981 -0.7724 0.1888 0.1918 0.1973

This record from the OMol25 dataset describes a cluster of 2 separate species, C5H11O2 in total. The level of theory is ωB97M-V with the def2-TZVPD basis set.

The geometry in XYZ format:
```
18
Properties=species:S:1:pos:R:3:forces:R:3
C 1.8387 -0.1693 1.9785 -0.76 -0.57 1.37
C 2.1724 -1.4528 2.8332 0.91 0.22 -0.70
O 1.3661 -1.7476 3.7343 -0.15 0.04 0.19
O 3.2144 -2.0556 2.4724 -0.15 0.00 0.20
H 2.4375 0.7055 2.2275 0.36 -0.16 -0.04
H 0.8202 0.0406 2.3092 -0.20 0.34 -0.58
H 1.9188 -0.4323 0.9374 -0.02 0.14 -0.46
C -1.2756 0.9584 -1.8601 -1.13 0.61 -1.37
C -0.6297 -0.3621 -2.2482 1.45 -0.16 0.66
C -1.9426 0.9438 -0.4935 1.94 0.07 1.15
H -0.6554 1.8384 -2.0544 0.60 -0.24 0.63
H -2.0005 1.1650 -2.6580 -0.57 -0.31 0.25
H -1.0704 -1.2155 -1.7350 -0.59 -0.02 -0.40
H -2.0935 -0.0881 -0.2013 -0.87 -0.15 -0.03
H -1.1869 1.2270 0.2582 0.01 0.06 -0.17
H 0.4127 -0.4754 -1.9239 0.00 0.48 0.15
H -0.5670 -0.4946 -3.3208 -0.38 -0.19 -0.24
H -2.7593 1.6148 -0.2554 -0.45 -0.14 -0.60
```
Forces are in eV/Å.

Summary:
* relative energy (zero: lowest compared OMol25 entry of this formula, charge and spin): 0.7424 eV
* charge: -1
* HOMO-LUMO gap: 0.2570 hartree

natural (NBO) population analysis, charges in e, atoms 1 to 8: -0.7544 0.7674 -0.7895 -0.8044 0.1905 0.1975 0.1946 -0.4043

This record from the OMol25 dataset describes the ion C5H11O2 with charge -1. The level of theory is ωB97M-V with the def2-TZVPD basis set.

The geometry in XYZ format:
```
18
Properties=species:S:1:pos:R:3:forces:R:3
O -1.2726 -1.2809 1.4763 0.11 -0.02 -0.03
C -1.6735 -0.6949 0.3379 -0.68 0.17 0.79
C -0.8095 -0.8405 -0.9601 -0.09 3.10 -1.06
C -0.0364 0.5114 -1.3006 0.55 -0.20 0.87
C 1.0448 0.9105 -0.2036 1.06 -0.55 -2.39
C 1.3463 -0.0999 0.8897 -0.49 0.05 0.98
O 1.4645 0.5972 2.1649 0.45 -0.16 -0.34
H -2.7692 -0.9487 0.0655 0.88 -0.19 -0.05
H -1.7698 0.4467 0.4300 0.13 -0.40 -0.07
H -0.0043 -1.5548 -1.1695 -0.90 -0.81 0.63
H -1.5901 -0.7655 -1.7275 0.33 -1.00 -0.50
H -0.7293 1.3699 -1.4640 0.34 -0.67 0.13
H 0.5004 0.3182 -2.2514 -0.29 0.29 0.26
H 0.9167 1.8883 0.1940 -0.90 0.65 0.80
H 2.0087 1.1209 -0.7609 -0.69 -0.48 0.29
H 2.2538 -0.6538 0.6560 0.37 0.15 0.31
H 0.5545 -0.8321 1.1264 -0.07 0.12 -0.91
H 0.5651 0.5081 2.4968 -0.10 -0.04 0.28
```
Forces are in eV/Å.

Summary:
* relative energy (zero: lowest compared OMol25 entry of this formula, charge and spin): 3.2531 eV
* SMILES string: [O-]CCCCCO
* charge: -1
* HOMO-LUMO gap: 0.2487 hartree

natural (NBO) population analysis, charges in e, atoms 1 to 8: -0.9477 -0.0073 -0.4523 -0.3819 -0.4381 -0.1353 -0.7625 0.0713

This record from the OMol25 dataset describes a cluster of 2 separate species, C5H11O2 in total. The level of theory is ωB97M-V with the def2-TZVPD basis set.

The geometry in XYZ format:
```
18
Properties=species:S:1:pos:R:3:forces:R:3
C -2.0565 -1.1325 -0.8527 -3.08 -1.14 2.04
C -1.2310 -2.2313 -0.1000 -1.95 0.55 -1.02
C -1.5827 0.2478 -0.5983 1.00 0.37 0.02
O -1.3938 1.0317 -1.5618 -0.31 -0.07 0.31
O -1.3308 0.3856 0.6120 0.27 1.31 1.26
H -2.1038 -1.2409 -1.9021 -0.23 -0.76 -1.23
H -3.2119 -1.1552 -0.3708 2.80 -0.11 -1.52
H -1.3846 -3.1448 -0.6965 -0.17 -0.28 0.94
H -1.4801 -2.2169 0.9730 -0.13 -0.51 -0.60
H -0.2079 -2.0251 -0.1609 1.72 0.56 -0.17
C 1.4434 1.9526 0.5505 -1.45 -4.64 -3.85
C 2.6631 0.9974 0.6920 -1.03 2.60 -1.52
H 0.5732 1.4185 1.0018 0.36 0.97 -0.32
H 1.4464 2.9616 0.7245 0.78 2.40 1.04
H 1.2404 1.8689 -0.5866 -0.45 0.41 1.70
H 3.1363 1.4346 1.4957 2.64 0.53 1.37
H 2.3253 0.1087 1.0314 -1.35 -2.99 1.15
H 3.1552 0.7394 -0.2514 0.58 0.81 0.40
```
Forces are in eV/Å.

Summary:
* relative energy (zero: lowest compared OMol25 entry of this formula, charge and spin): 1.7497 eV
* charge: -1
* HOMO-LUMO gap: 0.2927 hartree

natural (NBO) population analysis, charges in e, atoms 1 to 8: -0.4717 -0.6094 0.7369 -0.7856 -0.8066 0.1910 0.1671 0.1768

| no. | calculated total energy (eV) |
| --- | --- |
| 1 | -9458.641 |
| 2 | -9459.287 |
| 3 | -9456.776 |
| 4 | -9458.280 |